[1]
The following is a quantum chemistry calculation of a structure of composition C33H50F6N7O7S6SbSn, from OMol25.

```
111
Properties=species:S:1:pos:R:3:lowdin_charge:R:1
Sn -0.5521 -1.0121 0.0873 1.231
O -3.7885 -0.8194 6.0491 -0.040
C -3.6111 -0.6246 4.8792 -1.009
S -3.3896 -1.8970 3.6786 1.002
C -3.1628 -0.8792 2.2766 -1.115
C -3.2218 0.4700 2.4949 -0.978
S -3.4371 1.6843 1.2505 0.967
S -3.5375 0.9798 4.1491 0.987
S -3.0029 -1.7504 0.7634 0.438
N -2.0926 -3.8379 -1.6105 0.052
N -1.0707 -4.7785 -1.8365 -0.002
C 0.2082 -4.4111 -1.6833 -0.422
N 1.1121 -5.3871 -1.6547 0.221
N 0.4420 -3.0912 -1.6074 0.099
N 1.7111 -2.6343 -1.6229 -0.434
O 2.6890 -3.3490 -1.8285 0.045
O 1.8157 -1.4232 -1.4343 -0.135
H -2.1291 -3.6381 -0.6125 -0.042
H -2.9653 -4.2764 -1.8665 0.096
H -1.2656 -5.7252 -1.5329 0.111
H 0.8182 -6.3321 -1.4660 0.115
H 2.0818 -5.1270 -1.5960 0.092
C -1.6059 3.8668 3.2467 -0.037
C -1.8848 3.8486 1.7775 -0.294
C -2.2632 4.9539 1.1285 -0.015
C -2.4131 4.9862 -0.3146 -0.229
C -2.8820 6.2617 -0.9586 -0.033
C -2.1056 3.9165 -1.0747 -0.001
C -1.6909 2.6507 -0.4993 -0.320
C -1.7860 2.5551 1.0210 -0.383
N -1.3477 1.5858 -1.1256 0.100
C -1.4788 1.4356 -2.5897 -0.435
C -1.0809 -0.0075 -2.9030 -0.162
C -1.2098 -0.3357 -4.3886 -0.275
C -2.6573 -0.1165 -4.8351 -0.113
C -3.0493 1.3379 -4.5549 -0.280
C -2.1149 2.2843 -5.3211 -0.112
C -0.6620 2.0456 -4.8872 -0.280
C -0.2841 0.5903 -5.1845 -0.112
C -0.5135 2.3328 -3.3875 -0.072
C -2.9395 1.6160 -3.0522 -0.071
H -2.0253 4.7611 3.7067 0.090
H -0.5351 3.8752 3.4233 0.079
H -2.0131 2.9936 3.7490 0.015
H -2.4275 5.8730 1.6801 0.119
H -2.8566 7.0936 -0.2567 0.076
H -3.9116 6.1463 -1.3038 0.092
H -2.2684 6.5138 -1.8239 0.086
H -2.1464 4.0299 -2.1448 0.093
H -1.0446 1.8689 1.4282 0.090
H -1.7285 -0.6888 -2.3333 0.082
H -0.0447 -0.1489 -2.5945 0.083
H -0.9263 -1.3793 -4.5426 0.142
H -3.3229 -0.7938 -4.2897 0.122
H -2.7587 -0.3339 -5.9029 0.121
H -4.0818 1.5084 -4.8703 0.140
H -2.3986 3.3261 -5.1337 0.120
H -2.2122 2.1070 -6.3964 0.120
H -0.0012 2.7179 -5.4398 0.139
H 0.7612 0.4072 -4.9151 0.123
H -0.3925 0.3918 -6.2547 0.121
H -0.6914 3.3917 -3.2017 0.106
H 0.5078 2.1121 -3.0588 0.130
H -3.5624 0.9158 -2.4840 0.134
H -3.3083 2.6180 -2.8377 0.107
C 4.1556 2.5970 -0.3894 -0.158
C 3.4830 2.4881 0.9791 -0.594
C 2.3180 3.4566 1.0864 -0.162
Sb 2.8252 0.4240 1.2655 1.507
C 4.9170 -0.2405 1.3593 -0.565
C 5.2896 -0.9486 0.0564 -0.164
C 5.2432 -1.1171 2.5601 -0.144
C 2.4192 0.4789 3.4134 -0.571
C 0.9109 0.6391 3.6203 -0.163
C 3.2090 1.5320 4.1802 -0.146
H 4.5022 3.6207 -0.5689 0.077
H 3.4579 2.3359 -1.1918 0.070
H 5.0218 1.9364 -0.4712 0.052
H 4.2145 2.7097 1.7602 0.080
H 1.5520 3.2372 0.3345 0.065
H 2.6501 4.4892 0.9262 0.080
H 1.8600 3.4100 2.0693 0.041
H 5.4783 0.6947 1.4367 0.074
H 4.7782 -1.9098 -0.0224 0.065
H 6.3684 -1.1371 0.0181 0.077
H 5.0164 -0.3669 -0.8274 0.056
H 4.6597 -2.0317 2.5408 0.060
H 5.0623 -0.6109 3.5098 0.055
H 6.3015 -1.4003 2.5328 0.081
H 2.7069 -0.5198 3.7535 0.075
H 0.5547 1.5856 3.2106 0.040
H 0.6526 0.6265 4.6846 0.086
H 0.3562 -0.1732 3.1412 0.042
H 2.9054 2.5422 3.8943 0.062
H 4.2844 1.4431 4.0093 0.062
H 3.0366 1.4285 5.2571 0.080
F 2.2419 -5.6129 1.6994 0.136
C 1.8391 -4.8151 2.6894 -0.669
F 1.7239 -5.4866 3.8123 0.173
F 2.7713 -3.8764 2.8763 0.124
S 0.2751 -3.9032 2.1795 0.590
O 0.8594 -2.7222 1.5213 -0.488
O -0.4745 -3.6654 3.3719 -0.272
N -0.4793 -4.7361 1.0573 -0.291
S -1.0364 -6.2082 1.3636 0.611
O -1.0579 -6.9566 0.1317 -0.296
O -0.4950 -6.8109 2.5430 -0.249
C -2.8322 -5.9576 1.7124 -0.680
F -3.4072 -5.3711 0.6544 0.111
F -3.0182 -5.2056 2.7828 0.143
F -3.3943 -7.1469 1.8993 0.155
```

Output
DFT total energy ... -153477.860 eV
Energy above the lowest of the compared OMol25 structures with the same formula, charge and spin ... 2.6 kcal per mole
Frontier orbital gap ... 6.9168 eV

[2]
The following is a quantum chemistry calculation of a structure of composition C33H51AgN2OSb, from OMol25.

```
89
Properties=species:S:1:pos:R:3:lowdin_charge:R:1
Ag -3.0462 -0.0646 0.1695 0.703
C -3.2975 -1.5286 -3.7005 -0.050
C -2.2770 -2.5510 -3.1415 -0.365
C -1.0666 -1.8674 -2.4875 -0.088
C -2.8281 -3.5090 -2.1105 -0.156
C -2.7357 -4.9004 -2.3615 -0.078
C -3.2632 -5.9158 -1.5533 -0.127
C -3.8253 -5.6004 -0.3005 -0.055
C -3.9587 -4.2266 -0.0037 -0.117
C -4.6814 -3.8357 1.3431 -0.372
C -6.0681 -3.2417 1.0274 -0.079
C -3.8027 -2.9677 2.2146 -0.093
C -3.4768 -3.1517 -0.8685 -0.282
O -3.7300 -1.8993 -0.4698 -0.330
H -2.9385 -1.0157 -4.5429 0.049
H -3.6350 -0.9217 -2.9165 0.036
H -4.2490 -2.0558 -3.9762 0.096
H -1.8653 -3.2759 -3.8912 0.126
H -1.4311 -1.1621 -1.7449 0.032
H -0.4850 -1.2533 -3.2219 0.078
H -0.4391 -2.6165 -2.0273 0.072
H -2.2893 -5.2937 -3.2715 0.090
H -3.1031 -6.9393 -1.9005 0.081
H -4.0737 -6.3392 0.3785 0.069
H -4.7898 -4.8373 1.7957 0.118
H -6.0345 -2.2111 0.6670 0.065
H -6.5707 -3.1568 1.9958 0.060
H -6.6920 -3.8941 0.3304 0.097
H -3.7414 -1.9243 1.8466 0.038
H -2.8521 -3.4369 2.2272 0.053
H -4.1777 -2.8436 3.2335 0.073
N -0.2679 -2.5522 1.5723 0.019
H 0.4087 -2.5149 0.7922 -0.020
H -0.1361 -1.6637 2.0485 -0.013
H -1.1922 -2.3516 1.1614 -0.023
N -0.1149 8.7282 3.8603 0.129
C -0.4533 7.7038 3.4761 -0.201
C -1.0075 6.4269 3.0528 -0.242
C -0.3563 5.2675 3.4627 -0.042
C -0.7204 4.0651 2.8788 -0.040
C -1.8136 4.0098 1.9911 -0.254
C -2.5320 5.1962 1.6704 -0.020
C -2.0403 6.4072 2.1009 -0.037
C -2.2837 2.7507 1.4714 -0.223
C -2.6278 1.6828 1.0155 -0.224
H 0.4670 5.3004 4.1413 0.107
H -0.2056 3.1480 3.2218 0.124
H -3.4869 5.1162 1.1703 0.115
H -2.4298 7.3690 1.8441 0.106
C 3.7571 -2.2987 -0.6901 -0.123
C 3.6051 -0.8714 -1.2619 -0.694
C 4.9028 -0.2330 -1.6670 -0.136
C 2.6974 -1.0034 -2.4990 -0.151
Sb 2.3911 0.4516 0.0924 1.568
C 1.7990 2.2034 -1.0761 -0.762
C 1.1686 3.2237 -0.1557 -0.157
C 0.6657 1.7175 -2.0323 -0.136
C 2.8610 2.8890 -1.8820 -0.135
C 3.9915 1.0430 1.6011 -0.716
C 4.7178 -0.2289 2.0037 -0.144
C 3.1792 1.5808 2.7974 -0.160
C 5.0151 2.1072 1.0881 -0.109
H 3.6793 -3.0605 -1.4325 0.058
H 2.9187 -2.5782 -0.0301 0.060
H 4.6311 -2.5011 -0.0807 0.066
H 5.3219 -0.7120 -2.5666 0.089
H 5.6606 -0.2212 -0.8847 0.062
H 4.7140 0.7527 -2.0304 0.036
H 3.0654 -1.8422 -3.1177 0.088
H 2.7643 -0.0937 -3.0667 0.057
H 1.6747 -1.2782 -2.2002 0.048
H 0.2526 2.8651 0.3894 0.064
H 0.8698 4.0963 -0.7931 0.094
H 1.8638 3.7255 0.6070 0.090
H -0.2704 1.4129 -1.4564 0.081
H 0.8650 0.8746 -2.6982 0.038
H 0.3643 2.5627 -2.6810 0.084
H 3.6216 3.3320 -1.2393 0.067
H 2.3927 3.6525 -2.5196 0.084
H 3.4096 2.1767 -2.5395 0.066
H 4.0056 -1.0884 2.0154 0.071
H 5.2070 -0.0543 2.9696 0.082
H 5.4382 -0.4557 1.1692 0.071
H 2.6979 0.7238 3.3187 0.081
H 2.5171 2.4424 2.5497 0.060
H 3.9733 1.9446 3.4785 0.076
H 5.3368 1.8512 0.1001 0.035
H 5.9154 2.1420 1.7269 0.082
H 4.5756 3.0970 1.0225 0.063
```

Output
DFT total energy ... -50611.171 eV
Energy above the lowest of the compared OMol25 structures with the same formula, charge and spin ... 21.5 kcal per mole
Net charge ... -1
Frontier orbital gap ... 6.7408 eV